Entry 1:
Formula: C32H63BO10S5
Source: the OMol25 dataset
Level of theory: the ωB97M-V functional and the def2-TZVPD basis

Summary:
gap between HOMO and LUMO	9.973	eV
total charge	0
SMILES	C#CB(CCCCCC)CC(C)C.O=S1(=O)CCCC1.O=S1(=O)CCCC1.O=S1(=O)CCCC1.O=S1(=O)CCCC1.O=S1(=O)CCCC1
highest occupied orbital energy	-9.683	eV
LUMO	0.01065	Eh

The geometry in XYZ format:
```
111
C32H63BO10S5 (the ωB97M-V functional and the def2-TZVPD basis)
C 4.0727 2.9097 6.1187
H -3.6932 -6.7320 -0.2306
S -0.5909 4.8364 -2.0565
H -3.8045 -8.4047 -2.7914
H -5.2530 -5.1760 -1.3352
H 3.0230 1.1983 4.4373
H 7.5638 5.2060 2.5128
C -6.6225 -12.1487 -3.6720
S -6.1630 -10.5368 -3.0465
C 1.1591 -1.7551 -1.5894
C 1.1679 4.5413 -2.2850
C 0.3739 -2.2372 -0.3335
H 2.2424 2.3742 7.0933
C 1.4538 3.1800 -1.6371
S -2.2951 -6.5971 -2.8164
H 4.2434 3.8116 5.5364
H -1.9528 2.9550 -1.5479
S 5.6869 6.2173 3.5157
H 0.2171 1.4561 -1.0986
C -6.7869 -10.7037 -5.6348
H 0.5819 2.3683 4.4489
H 2.3442 0.4349 5.8723
C -4.2243 -7.0932 -1.1143
H -1.1593 0.2044 2.3717
H 2.6651 8.4950 1.2773
H -3.7141 -4.8506 -3.5929
H 1.7326 3.3212 -0.5907
C 0.8771 1.3238 4.5513
H 6.4984 6.6755 0.5130
H 6.3616 4.2235 0.5885
C -3.2687 -7.8644 -2.0174
O 4.5831 5.6507 4.2517
C 2.2691 1.3048 5.2181
H 0.6798 9.8504 -1.9789
C 0.1632 2.3512 -1.7166
C -3.4935 -5.2679 -2.6139
H -0.6599 -1.9409 -0.5158
C 0.4220 -3.7728 -0.2176
H 0.6245 10.6400 0.5899
H 1.9428 -1.9124 1.0803
S 2.5921 8.8222 -1.0649
C 0.1244 8.6940 -0.2218
H -3.0329 -4.5092 -1.9840
H -7.1884 -8.9201 -4.4324
C 0.9361 -1.5166 0.9087
C -0.9570 3.2784 -1.2550
H -5.4141 -6.2584 -2.7115
H -0.2557 -5.0438 3.7607
H 0.5099 9.3853 1.8165
H 5.3487 8.0658 2.0472
C -7.4931 -11.8436 -4.8870
C 0.8385 9.5899 0.7989
H -7.4220 -10.2724 -6.4064
H -8.4836 -11.5189 -4.5620
H -5.0454 -7.7258 -0.7799
H 3.9408 6.9749 2.1212
H 4.8567 6.2877 0.0178
H 4.6400 2.1119 5.6399
H 0.6356 -4.1183 0.7874
H 0.1586 0.8452 5.2163
H 0.7788 1.4145 2.4128
H 4.4194 3.0345 7.1398
C -0.3941 -0.2991 2.9631
H 1.7693 0.0865 3.0223
C 5.0249 7.0279 2.0533
O -1.1440 -6.3019 -2.0003
H -0.7895 -0.5675 3.9411
H 0.1744 7.6560 0.0952
H 2.9533 10.1970 0.8436
H 1.3556 4.5311 -3.3568
O 3.0295 7.4415 -1.0902
H 4.8322 4.2950 1.4646
H -0.9179 3.4476 -0.1792
H 0.5153 -1.2352 -2.2986
H -0.0151 2.0380 -2.7473
O -7.1620 -10.0970 -2.1062
C -0.2947 -2.9557 2.8707
O -4.7649 -10.5349 -2.6944
C 2.3423 9.3194 0.6479
H 1.6091 -2.5864 -2.1279
C 5.5555 6.2406 0.8499
H -7.6181 -12.7236 -5.5155
C -0.2699 -4.0589 3.3376
C 0.8404 0.6352 3.1732
H 6.4817 3.9923 3.2502
H -2.6100 -8.5427 -1.4818
C 2.5628 2.5513 6.0673
O -2.1461 -6.9018 -4.2178
H 1.9960 3.3925 5.6731
C -6.3951 -9.6473 -4.5938
H -7.1338 -12.7000 -2.8867
C -4.7204 -5.9031 -1.9463
H 2.2848 2.6808 -2.1325
H 1.1670 -4.2116 -0.8793
O 6.6509 7.0654 4.1657
O -1.2340 4.8631 -3.3446
O 3.3326 9.8417 -1.7608
H -5.7041 -12.6613 -3.9558
H -0.9258 8.9566 -0.3305
H 1.9667 -1.0805 -1.3079
H 0.6773 8.0864 -2.2591
H 1.0407 -0.4545 0.6753
O -0.7786 5.9207 -1.1210
H -5.4676 -9.1366 -4.8433
H -5.8907 -11.0883 -6.1245
H -0.5286 -4.1997 -0.5350
H 1.7220 5.3558 -1.8207
C 6.5280 4.8969 2.6479
C 0.8716 8.8740 -1.5350
C 5.7912 4.7974 1.3170
B 0.0759 -1.6164 2.2274
```

Here are the Mulliken charges for atoms 1 to 5, given in e:
1 C -0.783
2 H 0.360
3 S 1.059
4 H -0.041
5 H 0.372

---

Entry 2:
Formula: C32H63ClN2O8S2
Source: the OMol25 dataset
Level of theory: the ωB97M-V functional and the def2-TZVPD basis

Summary:
gap between HOMO and LUMO (spin up / spin down)	8.930 / 9.478	eV
relative energy (zero: lowest compared OMol25 entry of this formula, charge and spin)	0.903	eV
total charge	0
2S+1	3
highest occupied orbital energy (spin up / spin down)	-8.643 / -9.563	eV
⟨S²⟩	2.01
LUMO (spin up / spin down)	0.01053 / -0.00312	Eh

The geometry in XYZ format:
```
108
C32H63ClN2O8S2 (the ωB97M-V functional and the def2-TZVPD basis)
H 5.6195 -3.2475 0.6323
H 4.1240 -0.4048 -0.4196
C 0.4922 -0.5660 3.8682
C -0.3191 5.6178 0.3640
C -0.9513 4.0785 3.8485
N -0.1051 4.9887 1.7021
H -0.6766 -0.4796 -4.1839
H 2.5170 -0.9431 -0.1951
C 3.4265 -0.7235 0.3441
H -2.2782 -4.2338 0.5685
H -2.0424 -1.4951 0.8450
H -0.6333 6.7916 3.6275
H 0.4293 -1.6191 -0.4972
H -2.2918 -0.2615 -3.4967
C 6.2951 -1.8609 2.1212
H 2.7122 1.2774 0.8123
H -1.3919 7.5460 0.5559
C 0.3652 -0.5345 1.3607
C 5.4526 -2.2002 0.8585
H -1.6064 -1.1989 -7.0725
O 0.3667 3.7972 1.5567
C -1.6335 -3.5949 1.1534
H -3.3759 4.5331 2.6208
H -3.8932 -0.4308 -5.5850
H 0.0652 -1.4828 4.2407
O 2.0977 1.4363 4.6615
H 4.2155 0.8424 1.5433
H -0.3363 0.1116 3.7260
N -2.1045 -2.8885 -4.1323
C -1.7392 -0.4550 -4.4180
H -1.6316 -2.4412 -0.5748
H 0.0840 7.6390 -0.3687
H -2.1449 -6.3026 -4.0281
H -0.7268 -4.1567 1.3313
C -2.2156 -1.7415 -5.0841
C 2.0610 1.4502 3.2185
C 1.3079 -0.7932 2.5510
H 3.4673 -2.8328 0.5155
C 0.0927 -1.8161 0.5109
C -1.4356 -4.4654 -5.9467
C 2.5276 0.1452 2.6255
H 1.8007 5.6544 -0.1050
H -2.6111 -3.4098 -7.4288
C -1.3818 -2.2608 0.4637
H -2.4654 -5.1581 -2.7226
C 0.8626 5.3234 -0.5537
S -2.5091 -3.3641 2.7002
O 0.4816 0.5386 6.2186
H 0.9487 4.2643 -0.7900
C -3.6974 -1.4950 -5.4623
H 7.0729 -1.1605 1.8398
H 2.7593 2.2132 2.9059
H -0.6080 -0.1993 1.6872
H -2.4108 3.3579 1.7543
O 2.3875 -0.8208 5.7088
H -1.9018 0.3820 -5.0955
H -0.3221 -1.8870 -6.1035
H -4.3703 -1.8479 -4.6816
H -0.8445 -5.2937 -3.4163
H -1.7610 4.1490 4.5729
H -0.3789 -4.5161 -5.6651
H -0.9073 -3.5016 -7.7955
C -1.6162 -3.3537 -6.9790
H 4.8329 -3.1858 3.6029
H 0.7281 5.8548 -1.4949
C -3.7642 -4.5318 -5.0190
H -1.9678 7.0527 2.4997
H -3.1381 6.1665 0.8042
H -3.9820 -1.9695 -6.4008
H 5.8798 -2.4653 4.8664
H 5.8607 -1.6541 0.0188
C 5.1158 -2.2742 4.1214
Cl -1.7217 -4.7618 3.9715
H -1.7972 5.6863 -1.1952
O 5.5494 -1.2957 3.1801
C 3.2317 0.4531 1.2939
H 3.6416 -2.0660 2.0565
C -1.5993 5.1008 -0.2948
O -0.9837 -2.8208 -3.4946
C -1.9077 -5.3098 -3.6487
O -2.2313 -2.0698 3.2193
C -1.3853 -1.9833 -6.3457
H -2.2667 6.2809 4.0324
C -2.5248 4.4301 1.9454
C 3.9429 -2.0015 1.0262
H -0.8477 3.0286 3.5804
H 0.6896 -2.6493 0.8645
O -3.8734 -3.6736 2.5113
H 1.6205 -1.8217 2.6127
H -0.0302 4.3987 4.3371
C -1.2682 4.9549 2.6405
H -4.3993 -4.2921 -4.1652
H -4.1294 -3.9833 -5.8831
H -1.6822 -5.4309 -6.3923
H 0.1750 7.5036 1.3709
H 6.8240 -2.7496 2.4511
H 3.2700 -0.3166 3.2629
S 1.4142 0.1075 5.2447
C -2.2833 -4.2624 -4.6905
H -1.4443 4.0689 -0.6268
C -0.3748 7.1603 0.4953
C -1.5456 6.3553 3.2188
H 4.2097 -1.8941 4.5786
H 1.0883 1.7480 2.8374
C -2.8199 5.1363 0.6230
H -3.6602 4.6433 0.1305
H -3.9047 -5.5884 -5.2461
H 0.7454 0.2212 0.6855
```

Here are the Mulliken charges for atoms 1 to 5, given in e:
1 H 0.387
2 H 0.723
3 C -1.723
4 C 2.008
5 C -1.833

---

Entry 3:
Formula: C32H63IN2O10S
Source: the OMol25 dataset
Level of theory: the ωB97M-V functional and the def2-TZVPD basis

Summary:
gap between HOMO and LUMO	7.614	eV
total charge	0
SMILES	C[C@@H](I)Cc1ccc2c(c1CON=O)Sc1ccccc1N2.CCO.CCO.CCO.CCO.CCO.CCO.CCO.CCO
highest occupied orbital energy	-7.533	eV
LUMO	0.00295	Eh

The geometry in XYZ format:
```
109
C32H63IN2O10S (the ωB97M-V functional and the def2-TZVPD basis)
H 0.9998 0.4541 2.6294
H 0.2567 2.5213 -2.8456
H -3.3904 -3.2771 -2.0032
H 3.5411 4.3704 0.3638
H -0.1464 2.1777 1.0101
H -4.1597 3.6163 -7.2501
C 9.2950 -5.7300 4.1347
H 9.6421 -6.0251 2.2436
H 1.5765 3.3354 0.9801
C 1.9100 -0.9594 0.9531
C 1.4238 -0.1649 -3.1601
C -5.4131 5.7282 0.8559
C 1.1162 0.2841 1.5111
H -5.9350 6.6278 0.5179
H -1.7091 1.1913 -3.1738
H -2.5077 -4.1568 0.1678
H 7.0054 -5.1689 0.5034
H 2.8572 5.8708 1.0169
O -5.4431 5.0775 4.0405
H 6.4579 -4.5820 3.1042
H 0.9726 0.7559 -3.6921
I -3.1048 3.5217 -2.4051
H -3.4549 0.5359 -1.4518
C -1.7585 1.7805 -2.1870
H -0.2949 3.2242 -1.2300
H 6.3615 -6.8846 -2.4902
H -5.0666 5.8849 1.8788
C 6.1218 -4.5245 0.8072
O -6.7744 4.3339 -0.5638
C 1.3191 -0.0453 -1.5698
H -6.1026 1.6678 1.9420
H -0.6622 -2.6517 -1.5320
H -6.4074 3.1701 -7.4588
C 5.1890 -3.9845 -0.3058
H -2.7536 -5.4825 -0.9909
H 5.3559 -4.2058 -1.4084
C 1.9835 -1.0815 -0.5829
H -4.5427 5.6009 0.2047
O -1.5906 -2.3911 -1.6128
H -1.8452 -0.1980 -0.9545
O 5.8478 -6.4132 -1.8206
O 1.7846 4.1770 1.4122
H -6.6784 0.2100 -0.6982
H -5.9922 4.2014 -1.1147
C 3.5959 -2.6805 1.5074
H -4.1854 4.0149 6.1436
C 4.5418 -3.2288 2.6434
C -4.8643 5.7923 5.1263
H 0.9595 5.7196 -0.6084
H 8.4124 -5.5965 4.7641
O 2.8118 -0.2748 -3.6492
C 3.9598 -3.0871 0.0651
O 4.7314 -0.0368 -2.8406
C -4.7903 3.3598 -6.3926
H -4.2120 2.7260 -5.7169
C -4.7830 4.9058 6.3532
H 6.0863 -9.0607 -1.4883
H 10.5476 -4.3797 5.2674
C 1.8923 5.1756 -0.7810
O 8.8563 -5.8996 2.7918
H 9.6893 -3.6209 3.9081
H 1.6264 4.2307 -1.2622
H -2.0007 -3.9756 -2.8556
C -0.2474 2.2590 -1.8563
H -4.4135 5.1926 -5.3099
C -6.0203 0.7454 -0.0065
N 2.4515 -1.8793 1.9571
H -5.4713 6.6811 5.3259
H 4.1837 -7.5645 -2.1820
H 11.0828 -4.6447 3.5934
O -5.9056 2.6070 -6.8550
H -3.8669 6.1172 4.8229
H 4.2498 -6.7713 -0.5971
H -7.1419 0.2605 1.7749
C -2.3951 0.8053 -1.0818
H -7.2032 4.6615 1.4083
H -5.2770 -0.8769 0.7675
C -6.7674 1.1448 1.2502
H 6.1391 -8.2673 0.0794
C -6.3251 4.5213 0.7736
C 2.6119 4.9251 0.5288
C 10.2079 -4.5245 4.2390
C 5.7646 -4.1341 2.3020
C -5.2620 4.6085 -5.6749
H 4.7124 -9.2266 -0.3729
H -5.6288 1.6282 -0.5173
H 0.8214 -1.0649 -3.5144
H -7.6117 1.7960 1.0119
H -4.3345 5.4418 7.1932
C 0.4469 1.3134 0.5639
N 3.6468 0.4743 -2.8945
C 5.4753 -8.5389 -0.7456
H 9.8121 -6.6406 4.4536
H 1.7316 -2.4274 2.4443
H -5.8604 5.2361 -6.3421
H 4.3589 -3.0206 3.7531
H -5.9004 4.3457 -4.8272
S 2.8883 -2.5111 -1.3501
C 4.8410 -7.3009 -1.3472
O -4.9212 -0.0954 0.3240
C -2.1764 -4.5777 -0.7851
H -2.5173 1.3579 -0.0891
H -6.3284 4.8009 4.3125
H -1.1242 -4.8518 -0.6642
H -5.8048 3.6170 1.0993
H -5.7784 4.5604 6.6477
C 0.5226 1.1515 -0.9990
C -2.3418 -3.5644 -1.9001
H 2.5170 5.7548 -1.4654
```

Here are the Mulliken charges for atoms 1 to 5, given in e:
1 H 0.321
2 H 0.400
3 H 0.330
4 H 0.256
5 H 0.825

---

Entry 4:
Formula: C32H64BF9N6O3P3
Source: the OMol25 dataset
Level of theory: the ωB97M-V functional and the def2-TZVPD basis

Summary:
gap between HOMO and LUMO	5.458	eV
total charge	-1
highest occupied orbital energy	-3.449	eV
LUMO	0.07380	Eh

The geometry in XYZ format:
```
118
C32H64BF9N6O3P3 (the ωB97M-V functional and the def2-TZVPD basis)
F 1.6805 4.0977 -3.2487
F 4.6580 1.6832 -1.7389
H 5.8549 -1.0949 -4.8398
C 3.0232 5.9252 -2.5610
H -1.1552 -6.6356 0.0903
H 2.2568 1.3194 -3.0807
H -2.1142 1.4616 -7.5528
B 2.7481 1.1495 -4.1740
C 2.2982 0.7570 4.1143
H -3.3435 -4.3867 5.3519
H 0.7531 -0.7674 -2.5240
C 3.7156 2.3728 -4.6790
P -2.7432 -5.0967 2.9062
H -1.3375 -1.3015 -0.0227
C 2.3172 4.5685 -2.1723
H 6.9543 -1.0371 -2.4998
H 4.6329 4.1676 -3.8840
H -0.5508 -5.7113 1.4589
F 1.3456 4.8887 -1.2800
O 0.5254 0.0507 -4.9310
H -2.9536 1.9108 -5.4465
C -5.3339 -6.1206 3.4206
H -4.6278 -3.9156 1.0513
H -0.4569 1.2885 -7.0177
C 1.4931 1.0944 -5.2232
H -1.8288 2.3711 6.8035
H -4.8316 -3.5325 4.9274
H 0.0431 3.0392 2.1188
H -3.1940 2.0212 -3.2170
C -2.0631 -2.4831 2.7058
H -1.4914 3.7276 -6.5362
H 1.8401 0.9165 -6.2461
C -2.0886 0.8682 -1.8247
H -3.7881 -7.7387 1.7555
F 2.3623 2.5184 -1.0777
H -1.7014 -1.1197 6.1393
H -0.5944 -1.0400 4.7819
C -1.8608 1.8638 -5.4620
H -1.9033 0.8234 7.5763
H -2.9390 1.1455 6.1662
F 3.0624 6.0608 -3.8912
H -4.5728 -6.5034 0.7331
H -1.6757 3.3734 2.3105
C -0.1181 -0.1460 -2.6862
H -1.0581 -2.8363 2.9509
H 4.3439 1.9912 -5.4896
C -1.4899 1.0974 -6.7349
N -0.8687 0.8003 5.7730
F 2.2827 6.9533 -2.1091
C -3.6185 -6.9617 0.9957
C 3.3266 -1.4545 -5.7862
H -0.3952 3.4710 -5.1743
N -0.5808 3.1799 4.1341
H -4.7935 -2.7339 2.3684
C -2.3092 1.4103 -3.0743
H 2.0912 0.6547 3.0476
F 3.5849 4.0899 -0.2945
C -0.6837 3.5752 2.7306
H 2.2743 -0.2480 4.5600
H 5.2912 -0.9888 -1.8744
C -1.9423 1.3126 6.5993
C 1.6636 2.0039 6.0907
C 5.9073 -1.2578 -2.7311
C 4.4744 2.9448 -2.1860
C -1.5591 3.8943 4.9340
C -0.7786 -0.6553 5.7877
F 5.5267 3.6470 -1.6277
N -2.6443 -5.9625 1.3956
C -4.3480 -4.5172 4.9414
C 3.1876 3.4983 -1.4602
H -1.9440 -1.6644 1.9992
H -2.5634 3.4475 4.9027
P 3.5731 -0.6572 -4.1262
H -3.2734 -7.4550 0.0857
C -1.4161 3.3331 -5.5221
H 1.0152 2.0783 -5.2189
H -0.7268 0.2662 0.5033
H 5.8101 -2.3369 -2.8489
C -1.4702 1.1942 -4.1599
H 0.0378 -0.9985 6.4351
H -1.2379 3.9794 5.9734
H -5.1092 -7.0589 3.9481
H 5.6763 2.8041 -3.8744
O -1.2652 0.9391 3.2632
H 1.6212 1.1409 6.7677
H -1.0762 -7.3751 1.7104
F 4.2401 6.0601 -2.0432
H -2.0488 3.9329 -4.8668
H 3.4253 -0.7552 -6.6216
C -0.6428 -0.4985 -0.2702
H 3.3114 1.1498 4.2088
H -0.4663 4.6404 2.6372
P -0.3143 1.4666 4.2822
C 4.6441 3.0951 -3.6789
C -1.2919 -6.4526 1.1573
C -0.9595 0.0870 -1.6200
H 1.0128 2.7852 6.4825
H -3.9100 -2.3234 0.8828
H -4.8933 -5.1530 5.6404
H -2.7891 1.0512 -1.0199
H 5.7915 0.4982 -3.9941
H 0.3752 -0.8813 -0.2653
H -1.6251 0.0287 -6.5942
H -2.5162 -2.0800 3.6225
H -6.2903 -5.7382 3.7872
C -4.1162 -3.1234 1.5975
H 3.9851 -2.3137 -5.9015
H 2.3015 -1.8227 -5.8132
N -2.8555 -3.5737 2.1254
H 3.0836 3.1276 -5.1597
C -0.3557 0.3790 -3.9471
H 2.6816 2.4008 6.1011
C 5.4423 -0.5327 -4.0003
O -1.9315 -5.9785 3.7925
N 1.3344 1.6753 4.7301
H -5.4978 -6.3450 2.3734
H -1.6395 4.9196 4.5695
N -4.3180 -5.1045 3.6059
```

Here are the Mulliken charges for atoms 1 to 5, given in e:
1 F -0.149
2 F -0.216
3 H 0.538
4 C 0.582
5 H 0.384